Entry from the OMol25 dataset: 2 unconnected molecules or ions with the total composition C5H11B2IO4 (ωB97M-V with the def2-TZVPD basis set).

XYZ file:
```
23
Properties=species:S:1:pos:R:3:forces:R:3
O 1.0059 0.8694 3.3940 -0.0535 0.0025 0.0366
C 1.8741 0.7243 2.6005 0.0258 0.0025 0.0012
O 3.1979 0.8073 2.8736 0.0221 -0.0166 -0.0775
C 3.9248 0.3444 1.7295 0.0845 -0.0377 -0.0315
C 2.9333 0.5654 0.6047 0.1420 -0.0229 0.0157
O 1.6796 0.4470 1.2869 0.0202 -0.0354 -0.0882
H 4.8442 0.9111 1.6125 -0.0383 0.0913 0.1207
H 4.1672 -0.7101 1.8728 -0.0292 -0.0056 -0.0085
H 3.0084 1.5614 0.1677 -0.0211 0.0207 0.0268
H 2.9998 -0.1756 -0.1861 -0.1075 -0.0532 0.0243
C -3.9945 -0.9973 -0.8213 -0.1422 0.3660 -0.1798
C -3.0398 -0.1330 -1.6544 0.2540 -0.0243 0.1253
B -1.5319 -0.5576 -1.4515 0.0374 -0.1985 -0.5047
O -1.2048 -1.9068 -1.4419 -0.4244 -0.0003 0.9767
B -0.4212 0.6855 -1.2388 0.1629 0.1195 0.2386
I 1.1452 1.1617 -2.6300 -0.4122 -0.0853 0.1896
H -4.1932 -1.9574 -1.2803 0.1391 -0.2488 0.0335
H -4.9436 -0.4798 -0.7137 -0.2029 -0.0147 0.0095
H -3.6034 -1.1320 0.1825 0.0329 -0.2313 0.1701
H -3.1504 0.8981 -1.3215 -0.0188 0.2436 -0.1180
H -3.3126 -0.1432 -2.7091 -0.0631 -0.0388 -0.1854
H -0.8539 -2.1842 -0.5785 0.3420 -0.0062 -0.6970
H -0.5310 1.4014 -0.2977 0.2503 0.1736 -0.0779
```
Forces are in eV/Å.

Output
Energy, hartree: -845.5048
HOMO level, eV: -9.17
SMILES string: O=C1OCCO1.CCB(O)BI
Largest force on an atom, eV/Å: 1.1
Gap between HOMO and LUMO, eV: 8.76